C35H50CsN3OPS7 | ωB97M-V/def2-TZVPD

Calculated values
* total charge: -1

Geometry (Å):
Cs  0.34545  0.28533  -0.48386
C  -0.51851  -1.10595  5.99065
C  -0.19015  0.24245  5.36155
S  -0.59682  0.32800  3.58120
C  1.03548  0.64028  2.85421
C  1.96940  -0.55382  2.83030
S  1.35915  -1.91375  1.78436
C  1.14318  -3.27200  2.98159
C  0.03035  -3.04749  3.99980
S  0.67338  -2.42767  5.60250
H  -1.50478  -1.45255  5.68160
H  -0.49524  -1.02014  7.07841
H  0.86808  0.47978  5.46401
H  -0.77880  1.02065  5.85175
H  1.50378  1.46769  3.38489
H  0.83133  0.98683  1.84242
H  2.14047  -0.96471  3.82405
H  2.91482  -0.22457  2.39751
H  2.10042  -3.44629  3.47474
H  0.90817  -4.13052  2.35061
H  -0.48971  -3.98272  4.21281
H  -0.67959  -2.30966  3.63513
S  0.37823  3.31364  0.24724
C  1.71142  4.28937  0.80974
C  1.52402  5.67456  0.89508
C  2.54180  6.53527  1.27099
C  3.79101  6.01356  1.58285
C  3.98772  4.64520  1.54332
C  2.97412  3.74975  1.16295
S  3.34508  2.05273  1.16252
H  0.54796  6.07347  0.64293
H  2.36696  7.60503  1.31318
H  4.61149  6.67084  1.85304
H  4.94920  4.22345  1.81011
C  -0.41591  -3.68207  -5.14431
C  -0.16110  -2.53857  -4.16303
C  -0.77597  -1.25024  -4.71533
C  1.35569  -2.35481  -4.02240
P  -0.72090  -2.74445  -2.35991
C  -0.05610  -4.42508  -2.00513
C  -0.49127  -5.62157  -2.57674
C  0.07585  -6.83085  -2.20696
C  1.08274  -6.87118  -1.25287
C  1.52034  -5.69202  -0.67098
C  0.95522  -4.48158  -1.04498
C  -2.60210  -3.00877  -2.23803
C  -2.82068  -3.86096  -0.98171
C  -3.17285  -1.60665  -1.98154
C  -3.35127  -3.63130  -3.41532
H  -0.02310  -3.39015  -6.12225
H  -1.47638  -3.89511  -5.26203
H  0.10178  -4.59069  -4.84241
H  -0.30146  -0.99837  -5.66678
H  -0.62256  -0.41301  -4.03043
H  -1.84621  -1.36479  -4.89018
H  1.80834  -2.14216  -4.99404
H  1.81877  -3.25914  -3.62372
H  1.58722  -1.52815  -3.35014
H  -1.28229  -5.62280  -3.31064
H  -0.27398  -7.74681  -2.66678
H  1.51860  -7.81868  -0.96420
H  2.30127  -5.71238  0.07859
H  1.29295  -3.56157  -0.58134
H  -2.19461  -3.50495  -0.15903
H  -2.57818  -4.90688  -1.16369
H  -3.86517  -3.79461  -0.66920
H  -2.76287  -1.18616  -1.06231
H  -4.25716  -1.65193  -1.86144
H  -2.95138  -0.92642  -2.80561
H  -2.98257  -4.62333  -3.66689
H  -3.30243  -2.99760  -4.30066
H  -4.40404  -3.73470  -3.13832
N  6.48538  1.93800  -4.81108
C  6.08225  0.66895  -4.49922
O  6.58225  -0.30234  -5.03699
C  4.99030  0.56503  -3.49933
C  4.80228  -0.64963  -2.84252
C  3.75839  -0.77113  -1.94877
N  2.89051  0.20352  -1.68459
C  3.09263  1.37302  -2.28531
C  4.11447  1.60552  -3.18754
H  7.32196  2.02150  -5.36242
H  6.25120  2.70076  -4.20057
H  5.47190  -1.47120  -3.05345
H  3.59365  -1.70294  -1.41666
H  2.40569  2.17408  -2.02886
H  4.19103  2.57449  -3.66110
S  -4.63171  0.95348  0.63091
C  -4.06120  2.49935  0.64485
N  -3.52436  3.10801  1.70362
C  -2.91829  4.41265  1.51973
C  -3.54827  5.01899  0.27198
S  -4.17600  3.61366  -0.70983
H  -3.20599  2.52840  2.46768
H  -1.83289  4.30529  1.36376
H  -3.09793  5.03471  2.39949
H  -2.81537  5.55531  -0.32712
H  -4.39831  5.66524  0.49189



C35H50N5OPS2Y | ωB97M-V/def2-TZVPD

Calculated values
* total charge: +1

Geometry (Å):
Y  -0.48932  -0.74390  0.74255
C  -1.70218  -5.27392  2.35283
C  -1.64152  -3.98542  1.56369
S  -0.96691  -2.60559  2.43050
C  -2.08850  -3.89070  0.30437
C  -2.69444  -5.06540  -0.41956
S  -2.09378  -2.39047  -0.62391
H  -1.38711  -5.10577  3.38017
H  -1.04450  -6.03758  1.92745
H  -2.71311  -5.68467  2.37386
H  -2.38440  -6.01730  0.01088
H  -2.41238  -5.05140  -1.47287
H  -3.78622  -5.02072  -0.38303
C  5.15607  -0.06610  -1.55953
C  5.20030  -0.99384  -0.52762
C  4.20536  -1.01087  0.43822
C  3.16213  -0.10252  0.34468
C  3.09773  0.81700  -0.69017
C  4.10952  0.84494  -1.63561
N  2.09709  -0.10187  1.30450
N  2.49858  -0.21355  2.47588
C  1.47820  -0.17221  3.47720
C  1.91873  -0.20957  4.78481
C  0.97082  -0.12193  5.79523
C  -0.36130  0.00676  5.44772
C  -0.70454  0.02482  4.10222
N  0.19569  -0.06681  3.12573
H  5.93910  -0.05125  -2.30588
H  6.01521  -1.70310  -0.46981
H  4.22088  -1.72233  1.25267
H  2.26968  1.51497  -0.74094
H  4.08227  1.57589  -2.43301
H  2.97659  -0.30156  4.98303
H  1.27141  -0.14724  6.83389
H  -1.13283  0.07933  6.20077
H  -1.73690  0.10333  3.80205
C  0.79971  -0.13399  -3.28673
N  1.02186  -1.54999  -3.06478
C  1.00184  -2.38118  -4.26468
C  1.79906  -3.64675  -4.03936
C  1.29994  -4.32230  -2.78211
N  1.30241  -3.38549  -1.66384
C  1.30812  -4.00740  -0.34699
C  1.08815  -2.07149  -1.82419
O  0.99906  -1.31423  -0.81238
H  1.61745  0.27579  -3.88390
H  0.76816  0.39456  -2.34150
H  -0.13733  0.02788  -3.82192
H  1.43293  -1.79423  -5.07599
H  -0.03475  -2.61035  -4.53283
H  2.85704  -3.39863  -3.93029
H  1.69509  -4.31524  -4.89286
H  1.94575  -5.15743  -2.51049
H  0.28782  -4.71737  -2.92012
H  2.25655  -4.52699  -0.19952
H  0.48791  -4.72267  -0.27399
H  1.18075  -3.26767  0.43565
C  -4.90153  2.74982  0.32281
C  -4.01356  1.55594  0.66911
C  -3.85404  1.41420  2.18348
C  -4.70401  0.28864  0.14551
P  -2.29917  1.55927  -0.08551
C  -2.65952  1.68303  -1.86813
C  -3.08095  2.87681  -2.46193
C  -3.41723  2.92029  -3.80429
C  -3.35002  1.76683  -4.57577
C  -2.93860  0.57620  -3.99958
C  -2.58836  0.53687  -2.65613
C  -1.28174  3.08960  0.32709
C  -2.03137  4.39912  0.57159
C  -0.50590  2.75645  1.60552
C  -0.26370  3.27757  -0.80003
H  -5.87115  2.59448  0.80331
H  -5.08266  2.80273  -0.75042
H  -4.51920  3.70755  0.66190
H  -4.83926  1.38563  2.65500
H  -3.29842  2.24346  2.62988
H  -3.35411  0.47068  2.41755
H  -5.68335  0.21335  0.62513
H  -4.13744  -0.61681  0.36506
H  -4.86256  0.33326  -0.93248
H  -3.15152  3.78247  -1.87259
H  -3.74066  3.85254  -4.24869
H  -3.62257  1.79961  -5.62258
H  -2.90150  -0.32798  -4.59406
H  -2.29150  -0.40614  -2.21710
H  -2.74034  4.32042  1.39429
H  -2.55939  4.74755  -0.31570
H  -1.30327  5.16888  0.84225
H  -1.17314  2.53456  2.44067
H  0.12203  3.60509  1.89011
H  0.17139  1.90643  1.47179
H  -0.72372  3.62565  -1.72247
H  0.26790  2.34617  -1.02723
H  0.47886  4.01631  -0.48644



| no. | orbital gap (eV) |
| --- | --- |
| 1 | 4.515 |
| 2 | 5.287 |